[1]
DFT (the ωB97M-V functional and the def2-TZVPD basis) results for H10NaO5 as an isolated structure.

Structure (XYZ):
```
16
Properties=species:S:1:pos:R:3:forces:R:3:lowdin_charge:R:1
Na -0.0635 -0.9792 0.2132 -0.02 0.25 0.14 0.828
O -1.9112 -3.4052 -1.3797 0.35 0.45 0.23 -0.048
H -2.3745 -4.1472 -0.9912 -0.07 -0.30 0.14 0.045
H -2.5447 -3.0155 -1.9823 -0.15 0.04 -0.28 0.037
O 2.7665 0.2019 -1.2035 -0.43 -0.21 0.28 -0.046
H 2.9691 1.1374 -1.2080 0.00 0.30 -0.02 0.039
H 3.6196 -0.2286 -1.2589 0.26 -0.21 -0.12 0.045
O -3.1561 -0.1588 0.7272 0.70 -0.23 0.00 -0.040
H -3.1999 0.7483 0.4249 -0.11 0.38 0.01 0.042
H -3.6984 -0.6452 0.1063 -0.28 -0.19 -0.10 0.039
O 0.2168 2.6154 -0.0080 0.02 -0.49 0.03 -0.051
H 0.4106 2.9691 -0.8761 0.01 0.13 -0.28 0.038
H 0.1827 3.3836 0.5620 -0.06 0.22 0.22 0.042
O 2.0319 0.2154 2.4114 -0.45 -0.40 -0.26 -0.042
H 1.9484 1.1467 2.6162 -0.07 0.27 0.13 0.042
H 2.8028 0.1620 1.8466 0.31 -0.01 -0.13 0.029
```
Positions in Å, forces in eV/Å.

Results
LUMO energy   -3.7467 eV
Kohn-Sham gap   11.296 eV
Net charge   +1

=====

[2]
DFT (the ωB97M-V functional and the def2-TZVPD basis) results for a 12-piece molecular cluster, C57H141F5N21O22P7 overall.

Structure (XYZ):
```
253
Properties=species:S:1:pos:R:3:forces:R:3:lowdin_charge:R:1
C 5.6484 -8.1881 -4.0885 0.02 0.30 0.86 -0.112
N 5.4878 -8.9097 -2.7900 1.80 -1.33 -0.45 -0.315
C 4.4895 -8.3295 -1.8593 1.30 -0.81 -1.62 -0.100
P 6.9258 -9.5344 -2.0082 -1.54 -1.78 -1.93 0.572
O 7.6664 -8.5726 -1.2091 1.13 0.64 0.28 -0.279
N 6.3113 -10.7614 -1.0228 -0.18 -0.97 -0.49 -0.295
C 5.1906 -11.6181 -1.5081 0.23 1.08 0.34 -0.115
C 6.7770 -11.2147 0.2940 0.53 0.61 0.79 -0.122
N 7.8119 -10.3158 -3.2923 -1.39 1.20 0.09 -0.300
C 9.2397 -10.1399 -3.3520 0.45 0.12 0.81 -0.141
C 7.2247 -11.3544 -4.1806 -0.95 1.09 0.82 -0.105
H 6.0560 -8.7545 -4.9258 0.31 -0.39 0.50 0.062
H 6.2576 -7.2999 -3.9210 0.26 0.13 -0.21 0.077
H 4.7083 -7.8082 -4.4885 -0.43 -0.20 0.49 0.074
H 4.6548 -8.8654 -0.9246 -0.49 0.49 0.22 0.068
H 3.5522 -8.5863 -2.3529 -0.45 0.45 0.64 0.081
H 4.7061 -7.2617 -1.8300 -0.53 0.12 0.59 0.082
H 5.3427 -12.6613 -1.2312 -0.03 0.08 0.13 0.081
H 4.3136 -11.1785 -1.0329 -0.49 -0.64 0.10 0.071
H 5.0035 -11.5615 -2.5804 0.36 0.14 0.08 0.058
H 5.9821 -11.2271 1.0397 -0.47 0.17 -0.18 0.078
H 7.2380 -12.1962 0.4043 -0.27 -0.59 -1.10 0.072
H 7.5681 -10.6427 0.7788 -0.15 0.90 -0.65 0.076
H 9.6766 -10.9884 -2.8255 0.73 -0.19 -0.49 0.080
H 9.6251 -9.9643 -4.3564 -0.13 -0.56 -0.21 0.080
H 9.5882 -9.2614 -2.8089 -0.47 0.09 0.25 0.070
H 6.9362 -12.2526 -3.6346 0.48 -0.30 -0.04 0.065
H 7.7833 -11.5823 -5.0885 0.58 0.10 0.44 0.083
H 6.2810 -10.9607 -4.5582 -0.21 0.05 -0.04 0.053
C 4.7852 -6.6927 6.7309 -0.62 -0.59 0.06 -0.120
N 3.5404 -6.1444 6.1959 -1.28 -0.24 0.22 -0.307
C 3.7571 -5.2414 5.0380 -0.56 -0.24 1.06 -0.109
P 2.1278 -7.1825 6.1843 0.84 0.73 0.15 0.569
O 2.1623 -8.2201 5.1130 -0.44 0.66 0.95 -0.301
N 1.9517 -7.8392 7.7292 1.05 -1.27 -0.59 -0.301
C 2.1351 -7.1280 8.9910 -0.56 -0.27 -0.95 -0.123
C 1.5245 -9.2748 7.8265 0.17 0.38 -0.44 -0.094
N 0.8541 -6.0931 6.0344 -0.86 -0.07 -0.06 -0.322
C 0.0385 -6.1938 4.8094 1.40 -0.30 0.11 -0.107
C 0.7548 -4.7998 6.7203 0.39 -0.93 -0.05 -0.102
H 4.7161 -6.8176 7.8115 0.08 0.21 0.10 0.063
H 5.6200 -6.0374 6.4825 -0.06 -0.10 0.05 0.080
H 4.9414 -7.6953 6.3329 0.47 -0.07 -0.21 0.079
H 4.4438 -4.4624 5.3693 0.22 -0.06 -0.12 0.079
H 2.8289 -4.7131 4.8203 -0.07 -0.24 -0.31 0.057
H 4.1479 -5.7492 4.1562 -0.05 -0.03 -0.09 0.086
H 2.9508 -7.5293 9.5924 0.13 0.00 -0.01 0.076
H 2.3168 -6.0827 8.7414 0.01 0.02 0.41 0.064
H 1.1917 -7.2694 9.5184 0.08 0.48 0.49 0.082
H 2.2204 -10.0034 7.4107 0.28 0.41 -0.44 0.071
H 1.4211 -9.6456 8.8463 -0.18 0.76 0.28 0.075
H 0.5768 -9.4069 7.3043 -0.06 -0.07 0.09 0.074
H -0.9556 -5.7471 4.8225 0.14 0.13 0.63 0.078
H 0.6812 -5.6625 4.1074 -0.71 -0.29 -1.14 0.074
H -0.0588 -7.2621 4.6161 0.04 0.25 -0.62 0.070
H 1.6632 -4.2266 6.5347 -0.08 0.38 0.28 0.062
H 0.6136 -4.9833 7.7855 0.08 0.35 0.09 0.067
H -0.1205 -4.2716 6.3423 0.13 0.01 0.04 0.080
C -3.6990 7.1502 9.4479 -0.65 -1.15 -0.22 -0.093
N -3.4745 5.6885 9.2231 -0.38 0.78 -0.48 -0.312
C -2.2428 5.4600 8.4402 -0.94 -0.71 1.43 -0.134
P -4.4580 4.4744 9.9271 1.91 0.83 0.18 0.586
O -5.7428 5.0151 10.4373 0.78 -0.37 -0.22 -0.295
N -4.4981 3.2985 8.6927 1.13 0.88 0.18 -0.314
C -4.8838 3.7312 7.3116 0.39 0.44 1.35 -0.080
C -4.9183 1.9604 9.0384 -1.45 0.05 0.30 -0.135
N -3.4588 3.9002 11.2260 -0.96 -1.54 -0.90 -0.309
C -2.1129 3.3387 10.9962 -0.84 0.79 -0.69 -0.112
C -3.8218 4.2483 12.5944 -0.49 0.54 -0.53 -0.121
H -3.4717 7.4629 10.4671 0.04 -0.01 0.05 0.074
H -4.7355 7.3929 9.2139 -0.03 0.10 0.22 0.072
H -3.0737 7.7081 8.7508 0.05 -0.08 0.06 0.072
H -2.0420 4.3938 8.5451 0.30 0.06 -0.66 0.057
H -1.4339 5.9986 8.9338 0.22 0.06 -0.24 0.079
H -2.3584 5.7845 7.4061 0.12 -0.10 -0.11 0.075
H -4.5788 2.9912 6.5716 -0.15 -0.14 0.19 0.083
H -5.9496 3.9567 7.2772 -0.17 -0.29 -0.24 0.083
H -4.3625 4.6637 7.0951 -0.01 -0.09 -0.04 0.056
H -4.7166 1.6952 10.0762 0.55 0.11 -0.10 0.077
H -6.0076 1.9636 8.9993 -0.39 -0.40 -0.11 0.080
H -4.5894 1.1824 8.3496 0.43 0.19 0.00 0.082
H -2.1491 2.6667 10.1388 0.07 0.07 -0.16 0.066
H -1.4642 4.1841 10.7667 0.60 -0.23 0.04 0.066
H -1.6968 2.7474 11.8118 -0.40 0.26 0.32 0.079
H -4.8919 4.0933 12.7319 0.07 -0.10 0.15 0.071
H -3.6519 5.3147 12.7429 0.14 0.16 0.41 0.072
H -3.2555 3.6810 13.3330 0.01 -0.11 -0.20 0.077
C -3.2638 -8.7319 -10.1586 0.21 -0.21 -1.63 -0.135
N -4.0081 -7.5676 -10.5002 -1.98 1.17 -1.22 -0.325
C -4.6479 -6.9562 -9.3383 0.25 0.20 -0.45 -0.119
P -3.9101 -6.8889 -12.0712 0.90 0.47 0.44 0.550
O -3.4461 -7.8782 -13.0761 0.14 0.25 0.70 -0.301
N -5.4324 -6.2566 -12.3694 -0.30 -0.88 -0.36 -0.308
C -5.7679 -5.0339 -13.1398 0.61 -0.41 1.06 -0.102
C -6.5570 -7.2704 -12.4764 0.57 1.33 0.63 -0.084
N -2.8085 -5.5782 -11.9416 -2.02 -0.05 -0.27 -0.310
C -3.2039 -4.3904 -11.1194 0.88 -1.83 -0.04 -0.103
C -1.5724 -5.6091 -12.7403 -1.28 -0.02 0.23 -0.103
H -2.4165 -8.3592 -9.5830 0.20 -1.11 0.55 0.091
H -2.9659 -9.1881 -11.1027 0.73 0.18 -0.01 0.070
H -3.9277 -9.5184 -9.7997 0.22 0.15 1.13 0.086
H -5.0292 -7.7416 -8.6857 -0.18 -0.04 -0.05 0.077
H -5.4590 -6.2768 -9.5999 -0.03 -0.12 -0.20 0.071
H -3.9306 -6.3823 -8.7515 0.20 0.13 0.19 0.070
H -6.2770 -5.2771 -14.0724 -0.10 -0.01 0.10 0.077
H -6.3853 -4.4495 -12.4576 -0.41 0.30 -0.46 0.079
H -4.9000 -4.4200 -13.3803 0.18 -0.28 0.09 0.073
H -6.9624 -7.2468 -13.4879 0.13 -0.22 -0.03 0.073
H -6.2946 -8.2865 -12.1818 0.37 0.23 -0.12 0.077
H -7.3260 -6.9122 -11.7919 -0.31 -0.18 -0.03 0.073
H -4.2775 -4.4640 -10.9459 0.03 0.51 -0.17 0.053
H -2.7289 -4.5212 -10.1472 0.06 0.38 0.26 0.068
H -2.8644 -3.4436 -11.5395 -0.33 -0.05 -0.24 0.079
H -1.8110 -5.5773 -13.8034 0.13 0.11 -0.13 0.071
H -1.1084 -6.5770 -12.5507 0.65 0.41 0.01 0.073
H -1.0202 -4.7087 -12.4712 0.48 -0.41 0.03 0.078
C 4.0589 11.7307 7.9105 0.70 -0.01 1.22 -0.118
N 4.7697 10.4876 7.7476 0.15 -2.02 -1.10 -0.322
C 5.0404 9.7388 8.9635 -0.18 0.07 0.50 -0.137
P 5.7710 10.3864 6.4012 1.63 -2.62 2.78 0.542
O 5.1218 10.7218 5.1800 -1.64 2.03 -2.84 -0.264
N 7.0700 11.4163 6.8370 -0.21 0.68 -0.84 -0.294
C 7.1011 12.8800 6.3793 -0.75 -1.93 0.02 -0.060
C 8.0699 11.0268 7.8177 -0.39 -0.42 -0.72 -0.114
N 6.1984 8.6596 6.2961 -1.14 1.48 0.22 -0.307
C 5.1826 7.5805 6.0280 0.86 1.60 1.20 -0.083
C 7.5599 8.2819 6.0377 -0.03 0.28 0.24 -0.158
H 4.7316 12.3885 8.4609 0.08 0.68 0.06 0.070
H 3.2582 11.5402 8.6250 -0.58 0.21 -0.49 0.084
H 3.7835 12.2158 6.9740 -0.26 -0.40 0.10 0.087
H 5.3862 10.4083 9.7510 0.19 0.16 0.21 0.075
H 5.7582 8.9216 8.8916 0.24 0.33 -0.65 0.071
H 4.1699 9.2252 9.3716 -0.55 0.24 -0.15 0.076
H 7.0488 12.8119 5.2927 0.01 0.71 0.09 0.075
H 6.2675 13.4350 6.8097 -0.34 -0.12 -0.31 0.060
H 7.9663 13.4308 6.7483 0.40 -0.64 -0.25 0.072
H 8.5870 11.9339 8.1306 0.08 -0.38 0.33 0.080
H 7.6085 10.4781 8.6388 0.19 0.23 0.34 0.064
H 8.7386 10.3367 7.3033 0.59 0.09 0.49 0.057
H 4.1735 7.9825 6.1190 0.07 0.04 -0.32 0.075
H 5.3776 7.1187 5.0601 -0.17 0.06 0.00 0.076
H 5.3072 6.8702 6.8453 -0.10 -0.48 -0.18 0.070
H 7.9749 7.8594 6.9528 0.78 0.36 0.13 0.076
H 8.0062 9.1943 5.6422 0.95 -0.31 0.32 0.070
H 7.7239 7.4942 5.3023 -0.59 0.05 -0.41 0.078
C 6.1913 8.1588 -2.9732 -0.53 0.08 0.77 -0.109
N 5.1350 8.1428 -3.9590 -0.92 -0.15 0.00 -0.321
C 4.0890 7.2190 -3.5608 -1.27 0.29 -0.18 -0.120
P 5.3778 8.6569 -5.5093 -0.62 1.07 -1.72 0.608
O 6.4073 7.8908 -6.2842 -1.30 1.25 0.49 -0.297
N 3.7889 8.6998 -6.2649 2.02 -0.06 0.95 -0.318
C 3.7481 8.4701 -7.7012 0.34 -0.19 0.08 -0.121
C 2.6266 9.3046 -5.6294 0.46 -1.03 -0.62 -0.131
N 5.7414 10.3395 -5.3975 -0.88 -0.98 2.33 -0.306
C 6.6007 10.9783 -6.3344 0.96 -0.83 -0.64 -0.128
C 5.0078 11.2338 -4.5037 -1.05 -0.51 0.64 -0.141
H 6.7118 7.2015 -2.9466 1.01 0.32 -0.70 0.089
H 5.7534 8.0986 -1.9769 -0.53 0.54 0.14 0.078
H 6.7177 9.1127 -3.0033 0.66 -0.53 -0.24 0.087
H 4.4562 6.3054 -3.0933 0.27 -0.04 -0.23 0.086
H 3.3718 6.9733 -4.3440 0.57 -0.19 -0.46 0.072
H 3.4179 7.7018 -2.8504 0.19 0.15 0.57 0.081
H 4.6191 8.9486 -8.1491 0.12 -0.45 -0.32 0.067
H 3.7066 7.3973 -7.8895 0.32 -0.02 -0.37 0.079
H 2.8935 8.9007 -8.2230 -0.30 0.25 0.55 0.078
H 1.8966 8.5011 -5.7276 -0.73 0.25 0.91 0.079
H 2.9057 9.5898 -4.6151 -0.58 -0.19 0.01 0.060
H 2.2038 10.1499 -6.1724 0.33 0.35 -0.05 0.078
H 6.3155 10.7669 -7.3650 -0.27 0.43 -0.23 0.071
H 6.6473 12.0489 -6.1352 0.15 -0.16 -0.13 0.085
H 7.5631 10.4763 -6.2347 0.49 0.58 -0.14 0.078
H 5.5556 12.0306 -4.0006 0.64 0.23 -0.82 0.082
H 4.5833 10.7820 -3.6072 0.28 -1.04 -0.03 0.064
H 4.0842 11.6206 -4.9344 0.17 0.58 -0.56 0.069
C -1.1098 0.4848 0.8328 -1.27 0.77 0.14 -0.125
N -1.3766 1.2277 -0.4009 -1.04 -0.74 -1.58 -0.307
C -1.4912 2.7001 -0.2226 1.45 -0.63 0.07 -0.103
P -1.0814 0.4945 -1.9276 -1.23 -0.14 1.31 0.635
O 0.3764 0.3377 -2.2706 -2.33 0.07 -0.17 -0.304
N -1.9616 -1.0202 -1.8342 1.12 1.43 1.69 -0.307
C -3.3308 -1.1464 -1.2660 1.25 0.83 -0.20 -0.082
C -1.5705 -1.9942 -2.7954 0.19 -0.65 -1.05 -0.166
N -2.0277 1.4107 -3.0217 -0.17 0.88 1.95 -0.323
C -1.4171 1.6001 -4.2989 0.83 0.41 -0.07 -0.134
C -3.4378 1.8241 -2.8483 0.34 -0.88 0.11 -0.115
H -1.9837 0.6819 1.4536 0.21 0.73 0.72 0.074
H -0.1871 0.8572 1.2778 0.03 -0.47 0.30 0.084
H -1.2494 -0.5962 0.8401 0.97 -0.10 -1.04 0.075
H -2.0150 3.0460 0.6686 -0.75 -0.70 -0.05 0.078
H -1.8529 3.2286 -1.1046 0.00 -0.34 0.03 0.068
H -0.4841 3.0486 0.0063 0.32 0.40 -0.33 0.075
H -3.3692 -0.9398 -0.1964 0.38 -0.08 0.17 0.062
H -3.9618 -0.3684 -1.6957 -0.55 -0.64 -0.27 0.048
H -3.6384 -2.1832 -1.4016 -0.35 0.28 -0.28 0.082
H -1.8474 -3.0152 -2.5327 -0.10 0.00 0.40 0.076
H -2.0380 -1.8106 -3.7628 -0.17 -0.01 -0.43 0.073
H -0.4961 -2.0087 -2.9782 0.03 0.24 0.24 0.076
H -1.9864 2.2529 -4.9606 -0.22 -0.19 0.12 0.085
H -0.4954 2.1209 -4.0396 0.46 -0.22 -0.97 0.077
H -1.2368 0.6240 -4.7491 0.26 0.23 -0.55 0.075
H -3.7784 2.7576 -3.2963 0.88 0.12 -0.84 0.079
H -3.7211 2.0556 -1.8215 0.25 -0.87 0.31 0.070
H -4.0082 1.0058 -3.2877 -0.77 0.26 0.28 0.074
O -6.7105 -11.2915 0.0133 4.70 -0.05 -1.44 0.112
C -5.4854 -11.2813 -0.2713 -5.99 0.88 0.90 -0.562
O -4.8524 -10.3221 -0.9068 -0.63 2.64 -1.97 0.091
C -3.4388 -10.4153 -0.8257 -0.23 0.02 1.15 -0.035
C -3.3722 -11.5491 0.1671 1.77 -1.81 -2.90 -0.363
F -3.1009 -11.0972 1.3638 -0.19 0.36 2.22 0.134
O -4.6130 -12.1925 0.0309 1.23 -1.84 2.02 0.169
H -2.8564 -10.6056 -1.7271 -0.80 -0.11 -0.40 0.141
H -3.0650 -9.4982 -0.3705 -0.04 -0.02 -0.03 0.144
H -2.6447 -12.3003 -0.1403 0.19 -0.06 0.44 0.170
O -8.8950 -3.3278 4.2345 -0.13 1.54 -1.96 0.159
C -9.3892 -3.2696 3.1295 0.16 -0.22 2.87 -0.571
O -10.0347 -4.2864 2.6571 -1.28 -2.56 -0.67 0.089
C -10.1541 -4.1188 1.2501 -0.08 -1.84 -0.05 -0.042
C -10.3112 -2.6296 1.1634 1.55 -1.21 -1.22 -0.372
F -11.5351 -2.2331 1.4002 -2.64 0.57 0.47 0.122
O -9.5249 -2.2647 2.2340 1.95 2.35 0.89 0.146
H -9.2204 -4.5602 0.9015 0.17 0.71 -0.81 0.146
H -10.9276 -4.7752 0.8516 -0.38 0.51 0.22 0.147
H -10.0330 -2.1900 0.2056 0.67 0.15 0.27 0.175
O 10.8965 -0.6229 -2.0511 -0.33 0.02 0.54 0.180
C 9.8795 -0.7253 -1.4455 0.09 0.25 -0.34 -0.560
O 9.0718 -1.8097 -1.4762 -1.00 -0.38 0.95 0.075
C 8.0385 -1.5267 -0.4771 -0.61 -0.41 -1.07 -0.052
C 7.8638 -0.0485 -0.6672 2.35 -1.81 0.50 -0.321
F 7.3207 0.3799 0.4421 -0.92 1.73 1.56 0.108
O 9.3040 0.2371 -0.6531 -0.55 1.06 -1.11 0.102
H 7.0756 -2.0322 -0.5504 0.43 -0.62 -0.83 0.142
H 8.4054 -1.7020 0.5342 0.22 0.10 -0.11 0.144
H 7.3343 0.3325 -1.5405 0.31 0.05 -0.10 0.181
O -10.4693 3.4365 -1.9202 -1.68 3.73 2.07 0.107
C -10.9105 4.3034 -1.1358 0.47 -4.89 -3.02 -0.488
O -10.3282 4.5075 0.0322 0.77 0.45 0.06 0.092
C -11.1751 5.2367 0.8617 -1.58 0.91 0.10 -0.067
C -12.2743 5.7484 -0.0935 -0.15 -1.23 0.85 -0.313
F -12.0454 7.0327 -0.3899 0.27 0.92 -0.83 0.081
O -12.1638 4.8899 -1.2286 1.41 0.72 0.85 0.135
H -11.6397 4.5816 1.5987 0.30 0.00 0.19 0.142
H -10.7094 6.1171 1.3046 0.30 -0.35 0.11 0.144
H -13.2691 5.7054 0.3499 -0.09 -0.29 -0.38 0.167
O -13.4996 7.8447 -7.4191 4.61 -1.66 -2.22 0.106
C -12.4167 7.3207 -7.7910 -4.65 1.15 3.98 -0.454
O -11.2884 7.3434 -6.9991 -1.16 0.26 -1.01 0.079
C -10.3080 6.6448 -7.7394 1.41 1.20 1.03 -0.092
C -11.0752 5.7695 -8.6307 1.54 2.39 -1.71 -0.431
F -11.2999 4.6697 -8.0334 -1.03 -4.64 2.04 0.153
O -12.3033 6.4114 -8.7781 -0.01 0.98 -1.13 0.165
H -9.7027 7.4036 -8.2355 0.20 -0.28 -0.27 0.145
H -9.6919 6.0015 -7.1112 0.01 0.34 0.26 0.151
H -10.4399 5.5575 -9.4907 -0.94 0.24 -0.96 0.176
```
Positions in Å, forces in eV/Å.

Results
Structure (SMILES)   CN(C)P(=O)(N(C)C)N(C)C.CN(C)P(=O)(N(C)C)N(C)C.CN(C)P(=O)(N(C)C)N(C)C.CN(C)P(=O)(N(C)C)N(C)C.CN(C)P(=O)(N(C)C)N(C)C.CN(C)P(=O)(N(C)C)N(C)C.CN(C)P(=O)(N(C)C)N(C)C.O=C1OC[C@@H](F)O1.O=C1OC[C@@H](F)O1.O=C1OC[C@@H](F)O1.O=C1OC[C@@H](F)O1.O=C1OC[C@@H](F)O1
LUMO energy   0.0702 eV
Kohn-Sham gap   8.046 eV
Net charge   0

=====

- What is the LUMO energy in the second record?
  0.0702 eV

=====

- Which formula does entry 1 have?
  H10NaO5

=====

- What is the LUMO energy in the second record?
  0.0702 eV